Molecular formula: C19H39O3P3PtS
Method: DFT, ωB97M-V/def2-TZVPD

2S+1: 5
ΔE to the lowest compared entry with this formula, charge and spin (eV): 2.707
LUMO level (spin up / spin down) (eV): -11.649 / -14.378
Total charge: +4

The geometry in XYZ format:
```
66
Properties=species:S:1:pos:R:3:mulliken_spin:R:1
P 3.583 -0.577 0.410 0.04
C 4.305 -0.637 2.053 0.05
H 5.401 -0.695 1.958 0.01
H 3.944 -1.514 2.608 -0.01
H 4.046 0.272 2.615 0.00
C 3.434 -2.226 -0.281 0.03
H 3.322 -2.173 -1.375 0.00
H 2.569 -2.753 0.149 0.00
H 4.351 -2.791 -0.048 0.00
C 4.515 0.499 -0.676 0.05
H 5.494 0.036 -0.886 0.00
H 4.688 1.469 -0.186 0.00
H 3.983 0.664 -1.626 -0.02
P -0.861 3.281 -0.723 -0.08
C -0.588 3.156 1.051 -0.01
H -0.952 4.024 1.609 0.00
H 0.478 3.031 1.258 0.00
H -1.089 2.257 1.419 0.01
C 0.132 4.630 -1.430 -0.01
H 0.134 4.508 -2.523 0.00
H 1.173 4.511 -1.099 0.00
H -0.224 5.634 -1.168 0.00
C -2.633 3.512 -1.073 0.00
H -2.996 4.529 -0.881 0.00
H -3.213 2.797 -0.477 0.00
H -2.800 3.254 -2.129 0.00
P -2.918 -2.517 0.191 0.07
C -3.574 -2.804 1.838 0.04
H -4.136 -3.750 1.845 0.02
H -4.250 -1.985 2.123 0.00
H -2.749 -2.865 2.563 -0.01
C -4.202 -2.568 -1.052 0.00
H -4.695 -3.553 -1.018 0.00
H -3.780 -2.418 -2.057 0.00
H -4.953 -1.788 -0.859 0.01
C -1.599 -3.674 -0.159 0.02
H -1.989 -4.696 -0.026 0.00
H -0.762 -3.504 0.537 0.00
H -1.255 -3.563 -1.197 0.00
Pt -0.208 1.104 -2.611 1.15
C 1.900 0.075 0.646 0.60
O 0.837 0.338 1.053 0.22
C -2.222 -0.836 0.304 0.64
O -1.757 0.153 0.717 0.21
C -1.375 0.107 -3.916 0.11
C -0.845 -0.766 -2.918 0.12
C 0.552 -0.749 -2.628 0.03
C 1.417 0.160 -3.307 0.14
C 0.884 1.046 -4.294 0.10
C -0.512 1.008 -4.607 0.12
H -2.453 0.232 -4.008 0.03
H -1.527 -1.331 -2.276 0.12
H 0.928 -1.303 -1.767 0.06
H 2.440 0.302 -2.957 0.07
H 1.490 1.872 -4.659 0.03
H -0.940 1.800 -5.213 0.02
C -0.130 -0.484 3.994 0.01
S 0.826 -1.799 3.196 0.01
C 0.676 -3.060 4.461 0.00
O 0.003 -2.272 2.027 0.01
H 0.031 -0.560 5.075 0.00
H -1.188 -0.606 3.739 0.00
H 0.247 0.476 3.631 0.00
H -0.364 -3.109 4.804 0.00
H 0.988 -4.010 4.017 0.00
H 1.347 -2.791 5.282 0.00
```


Molecular formula: H10O5
Method: DFT, ωB97M-V/def2-TZVPD

ΔE to the lowest compared entry with this formula, charge and spin (eV): 1.187
LUMO level (eV): 0.387
Total charge: 0
SMILES: O.O.O.O.O

The geometry in XYZ format:
```
15
Properties=species:S:1:pos:R:3:mulliken_charge:R:1
O 18.713 -12.805 -12.623 -0.66
H 18.670 -12.672 -11.622 0.36
H 18.471 -12.024 -13.160 0.31
O 20.152 -11.507 -7.820 -0.72
H 20.537 -11.040 -8.589 0.32
H 19.543 -10.822 -7.603 0.33
O 18.802 -13.015 -9.584 -0.69
H 18.972 -13.922 -9.555 0.31
H 19.368 -12.631 -8.978 0.39
O 17.019 -13.063 -7.053 -0.63
H 17.655 -13.752 -6.823 0.30
H 17.351 -12.932 -7.948 0.36
O 17.651 -10.405 -8.139 -0.58
H 16.857 -10.341 -7.635 0.30
H 17.268 -10.362 -9.011 0.28
```


Molecular formula: C3H9N4O
Method: DFT, ωB97M-V/def2-TZVPD

ΔE to the lowest compared entry with this formula, charge and spin (eV): 0.809
LUMO level (eV): -3.782
Total charge: +1
SMILES: NCC(=O)NC(N)=[NH2+]

The geometry in XYZ format:
```
17
Properties=species:S:1:pos:R:3:mulliken_charge:R:1
N -0.077 0.580 -1.226 -0.38
C -1.382 1.027 -0.812 -0.49
C -1.419 1.274 0.689 0.39
O -2.235 1.794 1.386 -0.52
N -0.254 0.816 1.262 -0.17
C 0.391 -0.328 0.824 0.68
N 1.705 -0.576 1.125 -0.41
N -0.314 -1.466 0.666 -0.41
H -0.253 0.148 -2.140 0.26
H 0.558 1.269 -1.365 0.19
H -2.094 0.112 -0.834 0.31
H -1.939 2.053 -1.141 0.32
H 0.106 1.127 2.190 0.29
H 2.015 -1.479 1.136 0.20
H 2.254 0.193 1.593 0.26
H -1.335 -1.424 0.428 0.26
H 0.130 -2.291 0.233 0.25
```


Molecular formula: C22H22ClN4ReSbSe4
Method: DFT, ωB97M-V/def2-TZVPD

2S+1: 2
ΔE to the lowest compared entry with this formula, charge and spin (eV): 0.293
LUMO level (spin up / spin down) (eV): -1.473 / -1.221
Total charge: 0

The geometry in XYZ format:
```
55
Properties=species:S:1:pos:R:3:mulliken_spin:R:1
Re 0.795 0.505 0.345 0.81
Se 4.373 0.375 4.332 0.00
Sb 3.281 1.726 2.722 0.00
Se 3.176 0.624 0.366 0.09
Se 0.724 1.099 2.637 0.12
Se 3.512 4.080 2.432 0.01
Cl 3.004 5.434 -1.851 0.00
C 1.717 4.727 -0.948 0.00
C 0.767 5.509 -0.331 0.01
C -0.228 4.869 0.392 -0.01
C -0.228 3.495 0.474 0.03
N 0.707 2.733 -0.127 -0.07
C 1.669 3.350 -0.823 0.04
H 0.816 6.587 -0.398 0.00
H -0.988 5.432 0.914 0.00
H -0.966 2.968 1.062 0.02
H 2.431 2.729 -1.269 0.00
C -4.258 1.858 -1.758 0.00
C -3.369 1.117 -0.818 0.00
C -3.640 0.238 0.205 0.00
C -2.396 -0.113 0.761 0.01
N -1.419 0.522 0.111 0.04
N -2.034 1.262 -0.841 -0.02
C -2.126 -1.086 1.856 0.00
H -5.204 1.333 -1.870 0.00
H -3.805 1.951 -2.745 0.00
H -4.471 2.861 -1.385 0.00
H -4.608 -0.123 0.508 0.00
H -1.479 1.806 -1.481 0.00
H -2.941 -1.072 2.578 0.00
H -1.194 -0.859 2.367 0.00
H -2.050 -2.095 1.445 0.00
C 3.344 -4.204 1.995 -0.01
C 3.133 -4.255 0.622 0.00
C 2.274 -3.354 0.015 -0.01
C 1.612 -2.398 0.784 0.02
C 1.825 -2.341 2.151 -0.02
C 2.691 -3.245 2.752 0.00
N 0.793 -1.426 0.132 -0.02
C 0.051 -1.856 -1.003 -0.02
C 0.086 -1.064 -2.146 0.02
C -0.713 -1.361 -3.243 0.01
C -1.527 -2.484 -3.219 -0.01
C -1.524 -3.306 -2.095 0.00
C -0.742 -2.999 -0.992 -0.01
H 4.029 -4.896 2.466 0.00
H 3.654 -4.987 0.018 0.00
H 2.127 -3.381 -1.057 0.00
H 1.345 -1.575 2.743 0.00
H 2.872 -3.171 3.816 0.00
H 0.801 -0.241 -2.209 -0.01
H -0.669 -0.737 -4.127 0.00
H -2.138 -2.733 -4.075 0.00
H -2.141 -4.194 -2.075 0.00
H -0.749 -3.633 -0.114 0.00
```